--- P ---
CH6NO2 | wB97M-V/def2-TZVPD

Kohn-Sham gap	0.277	hartree
net charge	-1
HOMO	-2.834	eV

Last column: Mulliken charge in e.
Positions of all 10 atoms, in Å:
O1 1.14 0.11 -0.92  -0.844
O2 -1.72 -0.30 -1.73  -0.691
N1 0.34 -0.38 1.34  -0.629
C1 1.00 0.61 0.33  -0.159
H1 -0.55 -0.08 2.00  0.190
H2 -0.80 -0.02 -1.60  0.365
H3 -0.01 -1.22 0.86  0.206
H4 -1.58 -1.24 -1.55  0.290
H5 0.26 1.58 0.42  0.028
H6 1.91 0.95 0.86  0.245

***

--- Q ---
CH6NO2 | wB97M-V/def2-TZVPD

Kohn-Sham gap	0.298	hartree
net charge	-1
HOMO	-3.296	eV

Last column: Mulliken charge in e.
Positions of all 10 atoms, in Å:
O1 0.06 -0.93 0.74  -0.854
O2 -1.91 -0.93 -0.90  -0.758
N1 1.24 0.95 -0.53  -0.756
C1 0.69 0.25 0.79  -0.448
H1 -0.07 1.01 1.06  0.300
H2 1.66 0.18 1.35  0.291
H3 -1.02 -0.98 -0.37  0.407
H4 -2.50 -0.84 -0.15  0.266
H5 1.46 0.05 -0.98  0.274
H6 0.39 1.25 -1.01  0.278

***

--- R ---
CH6NO2 | wB97M-V/def2-TZVPD

Kohn-Sham gap	0.272	hartree
net charge	-1
HOMO	-2.638	eV

Last column: Mulliken charge in e.
Positions of all 10 atoms, in Å:
O1 2.93 0.37 -0.17  -0.782
O2 -2.28 0.69 0.43  -0.750
N1 0.06 -0.03 -0.47  -0.651
C1 -1.20 -0.48 0.16  -0.298
H1 -0.08 -0.12 -1.49  0.044
H2 -1.83 -1.16 -0.44  0.148
H3 3.10 -0.10 0.64  0.291
H4 -1.61 1.39 0.55  0.318
H5 -1.06 -0.86 1.24  0.216
H6 1.97 0.31 -0.45  0.463

***

Most stable: Q. Least stable: R.

***

--- P ---
C9H12N3 | wB97M-V/def2-TZVPD

structure (SMILES)	NC[C@H]1C=C[N+](c2ccc[nH]2)=C1
Kohn-Sham gap	0.288	hartree
net charge	+1
HOMO	-12.393	eV

Last column: Mulliken charge in e.
Positions of all 24 atoms, in Å:
N1 1.33 1.67 -1.96  -0.447
N2 -2.31 -1.70 -0.40  -0.061
N3 -0.49 -0.35 0.51  0.347
C1 -3.15 -2.67 0.02  -0.352
C2 0.04 1.86 0.83  -0.609
C3 -2.64 -3.09 1.19  -0.561
C4 1.29 1.10 0.49  0.503
C5 -1.47 -2.38 1.56  -0.303
C6 0.82 -0.26 0.39  -0.569
C7 2.19 1.68 -0.76  -0.656
C8 -0.97 0.96 0.80  -0.466
C9 -1.35 -1.47 0.56  -0.083
H1 -2.44 -1.13 -1.29  0.298
H2 2.33 2.76 -0.56  0.402
H3 1.37 2.52 -2.51  0.210
H4 -4.03 -2.88 -0.63  0.378
H5 1.28 -1.29 0.26  0.441
H6 3.25 1.21 -0.89  0.313
H7 -0.01 2.92 0.77  0.429
H8 1.98 1.19 1.27  0.348
H9 -0.93 -2.63 2.55  0.353
H10 -1.97 1.00 0.97  0.528
H11 1.25 0.77 -2.52  0.196
H12 -3.06 -3.95 1.75  0.361

***

--- Q ---
C9H12N3 | wB97M-V/def2-TZVPD

structure (SMILES)	C[C@H]1CC2=CCN3C=CC(=[NH+]1)N23
Kohn-Sham gap	0.334	hartree
net charge	+1
HOMO	-12.602	eV

Last column: Mulliken charge in e.
Positions of all 24 atoms, in Å:
N1 -0.83 0.14 -0.21  0.286
N2 1.11 1.29 -0.25  -0.145
N3 -2.15 0.17 0.00  -0.380
C1 1.82 0.04 -0.46  0.156
C2 -0.26 1.35 -0.30  0.895
C3 -1.35 2.14 -0.46  -1.188
C4 3.33 0.24 0.02  -1.274
C5 -2.56 1.40 -0.32  -0.069
C6 -2.66 -1.14 0.36  -0.602
C7 -1.42 -2.04 0.46  -0.500
C8 1.13 -1.20 0.37  -0.949
C9 -0.39 -1.18 0.13  0.439
H1 3.18 0.18 1.15  0.337
H2 1.86 1.99 -0.26  0.242
H3 -1.58 -3.11 0.51  0.404
H4 1.35 -1.17 1.39  0.384
H5 -3.54 -1.41 -0.29  0.361
H6 -3.15 -1.00 1.25  0.373
H7 -3.62 1.78 -0.20  0.399
H8 3.73 1.26 -0.31  0.392
H9 1.87 -0.24 -1.59  0.175
H10 -1.45 3.20 -0.65  0.423
H11 1.66 -2.06 -0.02  0.469
H12 3.92 -0.60 -0.32  0.373

***

Most stable: P. Least stable: Q.

***

--- P ---
C15H16BNO2RhS4Si | wB97M-V/def2-TZVPD

Kohn-Sham gap	0.252	hartree
net charge	-1
HOMO	-4.381	eV

Last column: Mulliken charge in e.
Positions of all 41 atoms, in Å:
Rh1 1.82 1.34 -1.47  -0.076
S1 2.20 2.21 -3.59  -0.400
S2 1.30 1.23 0.85  -0.326
S3 4.52 4.14 -3.27  -0.360
S4 4.09 1.63 -1.61  -0.334
Si1 -1.77 1.49 2.80  0.161
O1 1.60 -1.58 -0.60  -0.424
O2 2.15 -1.27 -2.81  -0.636
N1 -0.26 1.43 -1.12  -0.237
C1 1.74 -5.13 -1.54  -0.497
C2 3.68 2.79 -2.87  0.170
C3 -1.38 1.45 -1.84  -0.393
C4 -2.62 1.49 -1.25  -0.962
C5 -0.23 1.24 3.82  -1.051
C6 -1.53 1.46 0.93  0.326
C7 -3.00 0.14 3.22  -1.056
C8 -2.67 1.50 0.15  -0.209
C9 1.56 -4.05 -0.68  -0.835
C10 2.06 -2.60 -2.55  0.610
C11 2.24 -3.66 -3.41  -0.934
C12 -2.53 3.16 3.22  -1.072
C13 2.08 -4.94 -2.87  -0.459
C14 -0.30 1.40 0.23  0.831
C15 1.72 -2.80 -1.22  0.630
B1 1.87 -0.61 -1.58  0.930
H1 -3.21 0.13 4.29  0.322
H2 1.30 -4.18 0.37  0.466
H3 2.51 -3.51 -4.44  0.465
H4 -1.84 3.96 2.96  0.333
H5 -1.25 1.46 -2.92  0.419
H6 -2.75 3.23 4.29  0.315
H7 -3.46 3.32 2.67  0.332
H8 0.50 2.03 3.64  0.334
H9 -3.64 1.54 0.63  0.258
H10 -3.52 1.51 -1.85  0.367
H11 1.62 -6.14 -1.16  0.359
H12 0.24 0.29 3.60  0.330
H13 -2.60 -0.84 2.94  0.317
H14 -3.95 0.27 2.69  0.318
H15 -0.50 1.26 4.88  0.305
H16 2.21 -5.81 -3.51  0.360

***

--- Q ---
C15H16BNO2RhS4Si | wB97M-V/def2-TZVPD

Kohn-Sham gap	0.235	hartree
net charge	-1
HOMO	-3.915	eV

Last column: Mulliken charge in e.
Positions of all 41 atoms, in Å:
Rh1 1.98 1.39 -1.62  -0.034
S1 2.17 3.00 -3.37  -0.377
S2 4.26 1.51 -2.02  -0.363
S3 3.83 4.40 -1.27  -0.365
S4 1.49 1.57 0.72  -0.305
Si1 -1.56 1.45 2.63  0.177
O1 1.88 -1.34 -2.95  -0.609
O2 1.47 -1.42 -0.70  -0.356
N1 -0.05 1.57 -1.28  -0.120
C1 1.66 -5.00 -2.65  -0.424
C2 -0.09 1.54 0.07  0.867
C3 1.33 -3.88 -0.53  -0.792
C4 3.47 3.09 -2.19  0.148
C5 -2.45 1.25 -0.01  -0.155
C6 1.75 -2.65 -2.55  0.749
C7 1.84 -3.78 -3.32  -0.985
C8 -2.59 -0.05 3.08  -1.065
C9 -2.39 1.21 -1.40  -0.978
C10 1.50 -2.69 -1.19  0.514
C11 -0.05 1.47 3.70  -1.041
C12 1.42 -5.05 -1.29  -0.522
C13 -2.59 2.97 3.01  -1.091
C14 -1.15 1.37 -1.99  -0.439
C15 -1.32 1.42 0.77  0.324
B1 1.73 -0.56 -1.80  0.666
H1 -2.82 3.02 4.08  0.307
H2 -2.05 -0.97 2.83  0.319
H3 1.13 -3.90 0.54  0.455
H4 0.57 2.35 3.52  0.339
H5 0.58 0.60 3.51  0.326
H6 1.29 -6.01 -0.80  0.358
H7 -3.54 2.95 2.46  0.329
H8 -3.27 1.06 -2.01  0.381
H9 -2.06 3.88 2.74  0.340
H10 2.03 -3.73 -4.38  0.451
H11 -2.80 -0.06 4.15  0.322
H12 -1.03 1.39 -3.07  0.407
H13 1.73 -5.92 -3.22  0.363
H14 -3.42 1.14 0.47  0.255
H15 -3.54 -0.06 2.55  0.321
H16 -0.36 1.46 4.75  0.303

***

Most stable: P. Least stable: Q.

***

--- P ---
C6H6 | wB97M-V/def2-TZVPD

structure (SMILES)	C#C.C#C.C#C
Kohn-Sham gap	0.418	hartree
HOMO	-10.118	eV

Last column: Mulliken charge in e.
Positions of all 12 atoms, in Å:
C1 -0.09 2.05 -0.08  -0.462
C2 -2.12 0.03 0.09  -0.382
C3 1.82 -0.95 -0.03  -0.466
C4 1.03 -1.86 0.01  -0.381
C5 1.09 1.82 -0.10  -0.384
C6 -1.73 -1.10 0.11  -0.462
H1 2.15 1.75 -0.12  0.495
H2 0.44 -2.74 0.05  0.495
H3 2.60 -0.24 -0.07  0.351
H4 -1.10 2.37 -0.08  0.351
H5 -1.50 -2.14 0.14  0.350
H6 -2.59 0.98 0.08  0.495

***

--- Q ---
C6H6 | wB97M-V/def2-TZVPD

Kohn-Sham gap (alpha / beta)	0.256 / 0.263	hartree
HOMO (alpha / beta)	-8.162 / -8.352	eV

Last column: Mulliken charge in e.
Positions of all 12 atoms, in Å:
C1 0.81 -1.12 -0.15  -0.256
C2 0.81 1.37 0.09  -1.130
C3 0.04 0.09 -0.05  0.503
C4 -2.18 -0.94 -0.45  -0.666
C5 -1.33 0.11 0.01  -0.340
C6 1.55 -2.07 -0.05  0.052
H1 1.48 1.37 0.96  0.306
H2 0.12 2.21 0.15  0.354
H3 2.17 -2.94 0.05  0.408
H4 1.44 1.50 -0.80  0.301
H5 -3.21 -0.64 -0.15  0.187
H6 -1.71 1.05 0.40  0.281

***

Most stable: Q. Least stable: P.